Entry 1:
DFT (the ωB97M-V functional and the def2-TZVPD basis) results for 17 unconnected molecules or ions with the total composition C99H139F15N16O15PS5.

```
! RIJCOSX wB97M-V def2-TZVPD def2/J DEFGRID3
* xyz 9 1
S -0.1498 -6.9107 -2.5364
S -3.7398 -2.8483 1.9239
S 6.4269 -7.3663 0.1972
S 3.5940 -0.6843 3.4519
S 5.9776 -3.1428 -3.9570
P -7.1105 12.5980 0.7529
F 3.2771 1.5947 2.1899
F 5.3508 0.9898 2.6354
F 1.5742 -8.5027 -3.4486
F 3.9670 -7.1113 1.2419
F 4.9818 -5.2940 0.9709
F 5.5987 -6.7334 2.5914
F 4.6859 -2.2471 -6.2068
F 6.7049 -1.5015 -5.7401
F 0.9589 -9.1036 -1.4457
F 6.3946 -3.4829 -6.5332
F -5.2874 -1.9959 3.8519
F 2.1931 -7.3477 -1.7156
F -3.5545 -0.7752 3.4392
F -3.3007 -2.7089 4.4252
F 4.3140 0.0071 1.0396
O 4.5023 -1.8190 3.3200
O 7.6962 -6.9356 0.7915
O 6.0953 -8.7905 0.3076
O -1.1506 -7.7768 -3.0951
O 5.4057 -2.0224 -3.2404
O 7.3861 -3.3875 -3.7889
O -4.3734 -4.1327 2.0832
O 0.3446 -5.8026 -3.2684
O 5.2412 -4.3740 -3.7144
O 2.2087 -0.9428 3.1639
O 6.2082 -6.7429 -1.0776
O -4.5286 -2.1008 1.0046
O 3.8714 0.1155 4.6021
O -2.3671 -2.9195 1.5467
O -0.5733 -6.4452 -1.1660
N 5.7015 -8.1261 -4.2444
N -0.5915 -7.3571 1.2252
N 10.1204 -5.8032 -9.0054
N 1.3146 -1.7454 -1.1187
N 8.8757 13.9532 -5.5912
N 4.1445 2.2792 7.6465
N 7.1838 0.2873 -0.4630
N 0.1508 -0.7641 0.4713
N 7.1650 12.7043 -6.1963
N -17.9902 -8.1318 6.6517
N 0.3668 -14.1358 0.8985
N -1.1201 -3.8672 -12.0287
N 8.7148 -5.2779 3.2916
N -0.1211 2.4312 13.1820
N -12.3502 -5.3204 3.8990
N -1.9850 -5.6560 -12.8868
C 0.4955 -1.9564 -0.0264
C 7.1666 -6.4366 -4.9743
C -0.6159 -0.4726 1.6250
C 6.4098 11.8286 -7.1121
C -1.1170 18.1444 1.0343
C -14.6557 -6.4478 4.7615
C -4.0036 -1.9877 3.5192
C 6.9447 -2.0354 -0.1186
C 0.8162 3.4189 13.0877
C -6.5447 10.7957 0.9690
C 2.9549 1.6132 7.6889
C -17.0177 -7.2783 4.6766
C -2.1727 -4.1807 -11.2583
C 9.1114 -6.4986 4.0686
C -7.9856 12.7776 -0.9652
C -7.3008 12.8867 -2.2872
C 7.0465 1.4872 -1.3049
C 2.1658 1.6204 8.8144
C 4.6111 2.8496 8.7630
C -15.7639 -7.4554 6.6894
C -13.4618 -7.0819 4.9739
C 0.5867 -7.8639 1.5855
C -0.0223 -2.2607 -10.4463
C 1.6902 3.3893 12.0323
C 7.2108 -7.0386 -6.2207
C 0.5001 -15.6719 1.1030
C -5.5270 8.4891 2.8151
C -5.9351 10.8594 2.3075
C 5.1652 -6.6119 1.3116
C -2.7714 -5.2795 -11.8048
C 2.0546 -2.7016 -1.9677
C 8.3137 13.2467 -6.5992
C 7.8979 -3.0969 1.8925
C -1.2909 2.5393 14.0902
C 1.5268 -0.3765 -1.2027
C 7.3800 -3.2884 3.1994
C 3.9037 2.9166 9.9177
C 9.2333 -5.0799 2.0692
C -5.2791 14.6326 0.1838
C 7.8017 0.4744 0.7202
C 5.1859 -8.9035 -3.0863
C -8.2783 13.1441 2.0014
C 7.7884 -4.4046 3.8727
C 10.1710 14.6104 -5.5935
C 6.7744 -0.9288 -0.8795
C -1.4501 -8.0042 0.4291
C 0.8094 -9.1986 1.4941
C 1.1956 -8.0273 -2.2477
C 5.8752 -2.5388 -5.6951
C 9.3646 -4.8306 -8.3408
C 0.6531 0.2233 -0.3281
C -8.5944 14.6846 2.1573
C -11.0750 -4.6333 3.5124
C 1.4546 -13.3718 0.7377
C 9.9092 -7.1305 -8.8132
C -13.4809 -4.7355 3.6616
C -1.2192 -9.3240 0.2717
C -8.3442 14.5491 -3.7612
C 6.7642 10.4248 -6.9321
C 6.3575 -8.0646 -6.5189
C 5.6253 -8.6565 -5.5222
C 8.9393 -7.5803 -7.9671
C 4.1297 0.5834 2.2336
C -0.1624 -9.9641 0.8628
C -7.6558 15.3783 3.0904
C 3.0968 -3.4995 -1.1469
C -0.7826 -5.8852 1.5683
C -12.2517 -6.5065 4.6031
C -2.1226 -6.8064 -13.8194
C 8.4497 -5.2227 -7.4117
C -14.6876 -5.2588 4.0768
C -5.3651 13.3572 0.7378
C -0.8604 -13.6562 0.8184
C 7.9538 14.0196 -4.5892
C 8.8359 -3.9695 1.3416
C 11.0951 -5.3490 -10.0623
C -0.9933 -4.7813 -13.0019
C -18.0589 -7.8834 5.3279
C 6.9114 13.2400 -4.9473
C 6.3341 -6.9790 -4.0144
C -0.0117 1.3158 12.4321
C 5.0426 2.2389 6.4700
C 0.9552 1.2302 11.4785
C 7.5653 -1.9081 1.1209
C 1.7746 2.2978 11.1652
C 1.3019 -12.0193 0.6654
C -0.0065 -11.4576 0.7495
C -8.1587 13.1573 -3.6133
C 2.6295 2.2966 9.9652
C -7.7633 14.9488 4.5622
C -0.1230 18.3613 0.0968
C -16.8509 -7.8990 7.3815
C -4.1227 8.3076 2.3402
C -19.1794 -8.6165 7.4049
C -1.1304 -12.2906 0.7682
C -0.2335 -2.6413 -11.8934
C -15.8422 -7.0543 5.3471
C 7.9357 -0.6371 1.5745
C 8.2398 -6.5882 -7.2320
H 0.6393 -1.3986 -10.4350
H -13.4161 -3.8273 3.0505
H -2.4609 -7.5704 0.1799
H -6.5091 10.6699 3.1800
H -8.8395 14.8963 4.7639
H 2.6151 -2.1854 -2.7228
H -5.6723 8.8847 3.8043
H -0.2080 -4.8062 -13.7479
H -5.2032 13.3458 1.8299
H -5.7972 10.6223 0.2295
H -8.4607 13.7199 -0.7464
H -0.6844 -1.8420 -12.5041
H 7.6097 -5.4677 -4.7806
H -1.9912 18.7892 1.0846
H 5.9256 -9.6411 -2.7456
H 5.9513 13.1018 -4.4271
H -10.7337 -5.1768 2.6502
H -2.5624 -3.6180 -10.4204
H 8.8869 -6.3175 5.1227
H -7.4393 15.8077 5.1643
H 2.1337 -11.3611 0.5643
H 0.6117 1.2491 -0.0486
H -2.1396 -11.9341 0.8328
H 6.0624 2.1323 6.8142
H -11.2651 -6.9618 4.7925
H 2.6012 -4.2496 -0.5918
H 11.8933 -4.7650 -9.5840
H 6.7231 12.1842 -8.1183
H 8.4468 -7.3681 3.8054
H 0.5649 17.5395 0.0745
H 1.2029 -15.9376 1.8494
H 8.5510 -0.4762 2.4615
H -9.6740 14.8145 2.3966
H 10.1521 -6.6874 3.9747
H 9.6933 -3.8206 -8.4758
H 1.0892 1.3174 8.7473
H -6.3555 7.9460 2.3498
H -11.2634 -3.6111 3.2829
H -4.4784 15.0595 -0.5081
H 1.3438 -3.3796 -2.3800
H -8.2253 15.3622 -2.9719
H 7.8357 -4.5440 -6.8847
H 0.2047 -2.9321 0.3910
H 4.8390 1.3381 5.8794
H 7.1768 1.2282 -2.3484
H -19.4940 -7.7759 8.0310
H -4.9248 11.2716 2.3661
H 6.3120 -1.0499 -1.8305
H -8.4874 15.1944 1.1987
H 0.2057 -5.4516 1.4277
H -1.1426 1.9249 14.9002
H 10.6177 -4.8797 -10.9360
H -1.1051 -5.7550 2.5905
H 0.7187 -2.8342 -12.3527
H -4.6938 12.5987 0.4551
H 6.2559 -6.6373 -2.9900
H -19.9990 -8.7854 6.7210
H -1.1774 -7.3150 -13.8061
H 10.0744 15.3552 -4.8231
H 10.4198 15.0721 -6.5415
H -9.2998 12.7908 -3.9130
H -7.3218 10.0515 0.7132
H -2.1857 -6.4673 -14.8190
H -4.2041 7.6890 1.3729
H 5.3220 11.9528 -7.0667
H 1.0565 0.3470 10.8456
H 2.3878 -13.9333 0.7620
H 3.9651 22.1781 0.2065
H -3.1711 8.9983 2.2137
H -9.2746 12.8124 1.6444
H -1.0787 17.3648 1.7818
H -1.6411 -14.4357 0.8900
H 6.2157 9.7705 -7.6199
H -9.3439 14.9254 -4.2534
H -7.9173 16.4589 3.1042
H -0.9530 -1.9825 -10.0052
H 0.4568 -3.0354 -9.8723
H -8.7303 12.0127 -1.0512
H -2.1680 2.2080 13.5617
H -10.3321 -4.7037 4.2832
H 4.2373 -9.4726 -3.3741
H -18.9692 -9.5115 8.0142
H 9.2956 -3.9134 0.3343
H 4.9806 3.1323 5.8428
H -8.1284 14.9527 -4.8571
H 4.8990 -8.2062 -2.3537
H -4.2864 7.3085 3.0999
H 6.5986 -2.9925 -0.4926
H -6.6218 13.6867 -2.4061
H -15.5338 -4.5610 3.9177
H -7.2640 14.0000 4.8679
H -0.0026 0.1775 2.2936
H 7.8697 10.2225 -7.0017
H -7.9649 12.6234 2.9208
H 1.2697 -7.3196 2.2245
H -6.6986 12.0148 -2.3541
H 1.6983 -9.6063 1.9601
H 8.6757 -8.6380 -7.7620
H 3.5284 -2.8232 -0.4517
H -1.9497 -9.8612 -0.3978
H -0.0835 18.9842 -0.8203
H -13.3950 -8.0320 5.4387
H 9.9666 -5.7402 1.7008
H 8.1272 1.5071 1.0154
H 6.2957 -8.4935 -7.5027
H -18.9532 -8.2205 4.7827
H -6.6105 15.3149 2.6936
H 0.8079 -16.1556 0.1369
H -16.9183 -7.9445 8.5054
H -1.5035 -5.4025 0.8956
H -2.8859 -7.4533 -13.4262
H 7.5111 -4.7173 4.8979
H 6.5499 10.0350 -5.9591
H 11.5441 -6.3136 -10.4382
H -1.4787 0.1085 1.2675
H 5.0051 -9.5277 -5.6965
H 5.6023 3.2452 8.7807
H -3.6302 -5.9182 -11.4823
H 10.5922 -7.7560 -9.3597
H 7.8781 2.1114 -1.0588
H 11.0237 13.9538 -5.3738
H 6.0953 1.9610 -1.1145
H -0.9535 -1.3792 2.1796
H -17.1519 -6.9772 3.6281
H -7.8806 12.5970 -4.3534
H 6.7007 -2.5873 3.6557
H -0.6810 0.5159 12.6543
H 8.7529 12.9664 -7.5345
H 2.2606 4.3012 11.8904
H 4.1608 3.3651 10.8375
H 2.5972 1.1533 6.7228
H -0.4182 -16.1067 1.4284
H -14.8600 -7.2612 7.2421
H 2.0954 0.0292 -2.0683
H -1.3771 3.5826 14.3659
H 8.2343 14.5646 -3.6962
H -6.1286 15.3333 0.3960
H 3.7304 -4.0920 -1.8002
H 0.7685 4.3139 13.6786
*
```

## Properties
Lowest unoccupied orbital energy, eV: -12.831

---

Entry 2:
DFT (the ωB97M-V functional and the def2-TZVPD basis) results for a molecular structure, C9H10AsNO4ReS4.

```
! RIJCOSX wB97M-V def2-TZVPD def2/J DEFGRID3
* xyz 3 1
Re -1.3954 -0.0361 0.7419
As -4.2518 1.4915 1.1330
S -5.3547 2.3454 2.7877
S -6.1716 2.4207 0.7411
S -3.6375 -0.6800 0.9254
S -2.0983 2.1307 0.5861
O -0.9981 -0.1415 2.4536
O -1.1858 -0.4364 -1.0625
O -0.8257 0.9361 -2.7766
O 0.0264 -0.4023 4.4894
N -0.3798 -0.8932 -4.6203
C 2.6250 1.2185 0.9228
C -0.8502 -0.1729 -2.3356
C 0.1145 -0.2381 3.3364
C 3.6306 0.2648 0.9810
C 1.4537 1.0348 1.6525
C -0.4958 -1.3780 -3.2146
C 3.4875 -0.8708 1.7737
C 1.3384 -0.1045 2.4668
C 2.3343 -1.0734 2.5205
H 2.7540 2.1150 0.3312
H -1.1803 -1.1649 -5.1982
H 4.2727 -1.6145 1.8102
H 0.7162 1.8304 1.6926
H 2.2185 -1.9532 3.1397
H -1.2521 -2.1560 -3.1231
H 0.4562 -1.7896 -2.8780
H -0.3483 0.1407 -4.5897
H 4.5367 0.4111 0.4085
H 0.4608 -1.2341 -5.0956
*
```

## Properties
Lowest unoccupied orbital energy, eV: -12.513

---

Entry 3:
DFT (the ωB97M-V functional and the def2-TZVPD basis) results for a gas-phase ion, C9H10BrN2O2 (charge +1).

```
! RIJCOSX wB97M-V def2-TZVPD def2/J DEFGRID3
* xyz 1 1
Br -3.4616 -3.1399 0.5673
O 3.6155 -2.6293 -1.8051
O 2.0606 -1.6592 -0.4207
N 0.5594 2.0818 0.8635
N -1.4499 0.8739 0.0504
C 1.1055 1.9369 2.2104
C 2.8316 -2.1431 -1.1259
C 1.2725 2.9686 -0.1160
C -2.1067 -0.1184 -0.4923
C 0.6988 -0.8666 -0.2549
C -0.2414 -1.7682 -0.4323
C -2.5012 -2.5581 -1.1213
C -0.4166 1.3738 0.3974
C -1.6055 -1.3935 -0.7047
H 0.9517 2.9643 2.7260
H -1.8794 -3.4052 -1.4391
H 0.4998 3.5711 -0.7890
H -3.3242 -2.2212 -1.7347
H -3.1767 0.0002 -0.3991
H 1.7390 3.6497 0.5156
H 0.0010 -2.8427 -0.4844
H 1.9284 2.4412 -0.8807
H 0.6548 1.1742 2.8364
H 2.2448 1.7095 2.0329
*
```

## Properties
Lowest unoccupied orbital energy, eV: -4.205
ΔE to the lowest compared entry with this formula, charge and spin, kcal per mole: 47.4

---

Entry 4:
DFT (the ωB97M-V functional and the def2-TZVPD basis) results for a molecular structure, C9H10ClN5O2Ru.

```
! RIJCOSX wB97M-V def2-TZVPD def2/J DEFGRID3
* xyz 2 5
Ru 0.8696 -0.5465 -0.0500
Cl -1.9997 -1.6691 -0.2151
O 0.4315 -2.6143 2.1585
O 3.1291 0.4182 1.7487
N -2.6804 1.0300 3.6931
N -1.6428 1.2477 2.8089
N -0.9733 0.2014 2.3227
N -1.6678 2.3220 1.9672
N -0.4106 0.6592 1.2030
C 0.3135 -0.2137 -2.2946
C 2.2845 0.0221 1.0514
C 2.4262 -0.7777 -1.4537
C 0.5097 -1.8265 1.3077
C -0.8475 0.5848 -2.7729
C 0.3824 -1.6326 -2.1300
C 1.6380 -1.9866 -1.5557
C -0.8474 1.9155 1.0021
C 1.5913 0.3323 -1.8873
H 3.4836 -0.7203 -1.2242
H 1.8704 1.3780 -1.9712
H -0.8358 1.5737 -2.3034
H 1.9985 -2.9898 -1.3509
H -2.4071 0.3335 4.3743
H -0.5880 2.5502 0.1572
H -2.9851 1.9075 4.1027
H -0.4441 -2.3003 -2.3479
H -1.7703 0.0748 -2.4809
H -0.8285 0.7261 -3.8597
*
```

## Properties
Lowest unoccupied orbital energy (alpha / beta), eV: -7.872 / -11.574

---

Entry 5:
DFT (the ωB97M-V functional and the def2-TZVPD basis) results for a gas-phase ion, C9H10N (charge +1).

```
! RIJCOSX wB97M-V def2-TZVPD def2/J DEFGRID3
* xyz 1 1
N 0.8094 -0.6037 0.6944
C -1.1143 2.1443 -1.3926
C 0.2382 -1.0618 -0.6402
C -0.2231 0.0861 1.4592
C -1.0712 0.8932 -1.9196
C -0.9655 1.1883 0.7169
C -1.6019 0.0206 0.2236
C -0.7833 2.3337 0.0013
C 1.5216 -1.7300 1.4881
C -0.9581 -0.2031 -1.0011
H 2.2118 -2.4078 0.8598
H 1.4692 -0.0577 0.1598
H 0.9934 -1.1622 -1.4027
H -0.8844 0.6566 -3.0437
H -0.9840 2.9956 -2.2113
H 0.6334 -2.4034 1.7405
H -0.2569 -2.0483 -0.5932
H -0.3091 3.1871 0.2767
H 2.0010 -1.3652 2.3213
H -0.7263 -0.4623 2.2628
*
```

## Properties
SMILES string: C[N@H+]1Cc2cccc3c2[C@H]31
Lowest unoccupied orbital energy, eV: -5.203
ΔE to the lowest compared entry with this formula, charge and spin, kcal per mole: 181.5

---

Entry 6:
DFT (the ωB97M-V functional and the def2-TZVPD basis) results for a single C9H10N2O molecule.

```
! RIJCOSX wB97M-V def2-TZVPD def2/J DEFGRID3
* xyz 0 1
O 2.7673 1.7133 0.2472
N 3.2350 -0.8618 -0.3026
N 0.5512 1.6236 -0.2463
C -0.6746 0.9255 -0.0283
C -3.0285 -0.5860 0.0391
C 1.8767 -0.5505 0.4537
C -1.8178 -1.1880 0.1752
C 1.7704 1.0157 0.1688
C -3.0650 0.8399 0.0630
C 0.7405 -1.0951 -0.3629
C -1.8786 1.5681 -0.1052
C -0.5757 -0.4827 0.0451
H -4.1081 1.3640 0.0231
H 0.6763 2.6967 -0.4512
H -1.6861 2.5762 -0.3651
H -1.6982 -2.3582 0.2167
H 3.8945 -0.1159 0.2860
H 1.0223 -0.9525 -1.4445
H 3.4128 -2.0830 -0.0716
H -3.9380 -1.1315 0.5196
H 0.6658 -2.2957 -0.3627
H 1.8575 -0.6222 1.5030
*
```

## Properties
SMILES string: N[C@@H]1Cc2ccccc2NC1=O
Lowest unoccupied orbital energy, eV: 0.800
ΔE to the lowest compared entry with this formula, charge and spin, kcal per mole: 79.6

---

Entry 7:
DFT (the ωB97M-V functional and the def2-TZVPD basis) results for a molecular structure, C9H10N2O.

```
! RIJCOSX wB97M-V def2-TZVPD def2/J DEFGRID3
* xyz 0 1
O -1.5643 -2.0059 -3.4105
N 0.7281 1.6079 -0.9312
N 0.7203 0.2643 0.9348
C -0.6101 -0.1982 -2.2689
C -1.0227 -2.4249 -1.1104
C 1.0160 1.5579 0.4398
C 0.6114 -0.1315 2.3437
C -0.1315 -0.4288 -0.1279
C 1.1845 2.7429 1.5873
C -0.9834 -1.4810 -2.2724
C -0.4026 -1.7852 -0.1171
C 0.0595 0.3944 -1.1350
H -0.7153 0.3072 -3.2099
H -0.0152 2.8484 2.0723
H -1.5803 -3.4029 -1.2637
H 1.7786 0.2296 2.9530
H 2.0765 2.7140 2.5595
H 0.3982 -1.5593 2.4230
H 1.4437 3.7403 0.9699
H -0.7284 0.4507 2.6070
H -1.6266 -1.1258 -3.9868
H -0.6365 -2.3142 0.9435
*
```

## Properties
Lowest unoccupied orbital energy, eV: 0.309
ΔE to the lowest compared entry with this formula, charge and spin, kcal per mole: 206.1

---

Entry 8:
DFT (the ωB97M-V functional and the def2-TZVPD basis) results for a single C9H10N2O2 molecule.

```
! RIJCOSX wB97M-V def2-TZVPD def2/J DEFGRID3
* xyz 0 1
O -1.4859 3.4603 -0.1758
O -1.9010 2.1172 -1.7664
N -1.5403 2.3549 -0.6430
N -2.0569 -1.0088 1.1592
C 0.4111 0.8721 0.0935
C 0.3526 -0.3303 -0.6788
C -1.2309 1.2438 0.2859
C -1.8978 -0.0951 -0.0268
C 2.7836 -0.2179 -0.5252
C 1.5293 1.6360 0.4890
C 2.7370 0.9806 0.2045
C -0.9879 -0.6994 -1.1292
C 1.6319 -0.7806 -0.9996
H -2.8660 0.0562 -0.3640
H -2.3812 -0.6143 2.0324
H 1.7681 -1.6789 -1.5562
H -1.3313 0.0192 -1.9451
H 3.6892 1.3117 0.7017
H 1.2994 2.6264 1.0799
H -1.3371 -1.7130 -1.3783
H -1.4042 1.6813 1.3478
H 3.7397 -0.7443 -0.6528
H -1.1952 -1.5051 1.3682
*
```

## Properties
SMILES string: N[C@@H]1Cc2ccccc2[C@H]1[N+](=O)[O-]
Lowest unoccupied orbital energy, eV: 0.370
ΔE to the lowest compared entry with this formula, charge and spin, kcal per mole: 96.6

---

Entry 9:
DFT (the ωB97M-V functional and the def2-TZVPD basis) results for a molecular structure, C9H10N2O2.

```
! RIJCOSX wB97M-V def2-TZVPD def2/J DEFGRID3
* xyz 0 1
O 3.1594 -1.5049 -0.1180
O -3.8952 1.3292 0.8422
N -1.6384 0.9193 1.1037
N -2.3949 1.2600 -1.0942
C -1.0188 0.9359 -1.6218
C -2.7670 1.2602 0.3787
C 1.0986 -0.2002 -0.8526
C -0.4710 0.1354 0.7724
C 0.3031 -0.4924 1.7161
C 3.7253 -1.7253 -1.4333
C 1.5676 -1.0561 1.4505
C 1.9605 -0.9048 0.1051
C -0.1126 0.2667 -0.4725
H -1.9178 0.8468 2.0588
H 0.1399 -0.5181 2.8657
H -0.4490 1.9665 -2.0751
H 4.3845 -2.9168 -1.4059
H -3.3201 1.5581 -1.5912
H 4.5755 -0.8790 -1.7917
H 2.6379 -1.6960 -2.0175
H 2.1075 -1.5805 2.1472
H 1.5093 0.1327 -1.9036
H -1.2623 -0.0781 -2.4023
*
```

## Properties
Lowest unoccupied orbital energy, eV: 0.637
ΔE to the lowest compared entry with this formula, charge and spin, kcal per mole: 109.8